No. 1
C9H48NO16 | the ωB97M-V functional and the def2-TZVPD basis

```
74
Properties=species:S:1:pos:R:3
C -0.357 -1.004 2.425
C 0.665 -0.208 1.657
C 1.676 -1.270 1.094
C 1.362 -2.138 -0.119
C 0.761 -1.233 -1.229
C -0.288 -0.153 -0.704
N 0.216 0.617 0.478
O -0.645 1.712 0.823
C -1.668 -0.877 -0.498
C -0.433 0.832 -1.963
C 1.631 0.579 2.658
H 0.040 -1.369 3.372
H -0.721 -1.932 1.983
H -1.222 -0.372 2.625
H 1.929 -2.041 1.822
H 2.630 -0.877 0.741
H 0.579 -2.861 0.110
H 2.281 -2.585 -0.498
H 0.451 -1.756 -2.134
H 1.578 -0.543 -1.442
H -1.994 -1.491 -1.337
H -2.428 -0.108 -0.357
H -1.750 -1.538 0.365
H 0.396 1.519 -2.129
H -1.215 1.583 -1.848
H -0.522 0.314 -2.918
H 1.170 1.469 3.087
H 2.501 0.863 2.066
H 2.079 -0.045 3.431
O 2.976 -6.429 2.732
H 2.845 -7.365 2.582
H 2.185 -6.018 2.383
O 6.416 4.286 1.301
H 6.734 3.497 1.740
H 5.465 4.252 1.405
O -4.485 -1.899 5.838
H -4.019 -1.160 6.228
H -5.290 -1.518 5.488
O -0.002 5.427 2.755
H 0.405 5.298 3.612
H -0.256 4.548 2.475
O -4.410 1.763 1.757
H -4.832 1.590 0.915
H -3.492 1.923 1.538
O 1.850 -4.800 -4.446
H 1.160 -4.901 -3.790
H 2.291 -5.650 -4.463
O -2.079 3.093 -7.102
H -1.256 3.417 -7.467
H -1.980 3.200 -6.156
O -4.300 -2.632 -5.486
H -4.078 -3.418 -5.986
H -4.244 -2.907 -4.571
O 2.053 -1.113 -7.559
H 1.485 -0.477 -7.124
H 2.780 -1.241 -6.949
O -0.568 6.096 -1.432
H -0.165 5.309 -1.065
H -1.428 6.143 -1.015
O -3.836 5.087 -0.136
H -4.290 4.618 -0.836
H -3.014 4.611 -0.022
O -4.910 -3.464 2.591
H -4.850 -4.115 3.291
H -4.454 -2.697 2.938
O 1.895 5.387 5.757
H 1.258 5.078 6.400
H 2.623 4.769 5.824
O 3.832 -6.904 -1.692
H 4.484 -6.625 -1.049
H 3.404 -7.659 -1.288
O 2.685 3.160 -0.513
H 2.883 2.294 -0.869
H 1.828 3.058 -0.098
```

As for the spin multiplicity: 1. The frontier orbital gap comes out at 4.5 eV. Its net charge is -1. The value obtained for the HOMO energy is -2.9 eV. For the energy above the lowest of the compared OMol25 structures with the same formula, charge and spin, the calculation gives 312.4 kJ/mol.

---

No. 2
C59H147LiN7O12 | the ωB97M-V functional and the def2-TZVPD basis

```
226
Properties=species:S:1:pos:R:3
Li -11.690 -14.259 -6.713
C -11.865 -13.776 -10.097
O -11.948 -13.814 -8.731
H -12.409 -14.649 -10.457
H -12.532 -12.960 -10.373
H -10.902 -13.618 -10.583
C -8.816 -15.042 -5.153
O -9.864 -14.447 -5.871
H -9.045 -16.099 -5.023
H -7.928 -15.032 -5.786
H -8.582 -14.433 -4.280
C -21.866 -9.637 -6.041
C -20.832 -9.917 -7.171
N -19.359 -9.370 -6.884
C -19.347 -7.810 -7.130
C -18.920 -9.824 -5.493
C -18.887 -11.346 -5.184
C -18.459 -10.051 -7.963
C -16.977 -9.715 -7.903
O -16.485 -10.100 -6.675
C -15.068 -10.128 -6.723
H -22.183 -8.603 -6.177
H -21.387 -9.680 -5.063
H -22.655 -10.387 -5.977
H -21.212 -9.427 -8.067
H -20.849 -10.987 -7.377
H -18.307 -7.636 -6.852
H -20.078 -7.374 -6.450
H -19.658 -7.630 -8.159
H -19.537 -9.386 -4.707
H -18.027 -9.283 -5.179
H -18.522 -11.517 -4.171
H -18.262 -11.925 -5.864
H -19.917 -11.697 -5.236
H -18.830 -9.712 -8.930
H -18.421 -11.136 -8.058
H -16.804 -8.688 -8.226
H -16.575 -10.424 -8.627
H -14.563 -9.898 -5.785
H -14.691 -9.326 -7.357
H -14.637 -11.041 -7.133
C -11.144 -8.664 -0.659
C -12.074 -9.868 -0.689
N -11.685 -10.828 -1.881
C -11.561 -10.029 -3.251
C -10.264 -11.312 -1.487
C -9.882 -12.534 -2.454
C -12.757 -11.963 -1.942
C -14.220 -11.635 -1.845
O -14.534 -10.529 -2.634
C -15.738 -9.816 -2.353
H -10.263 -8.857 -0.046
H -11.499 -7.872 -0.001
H -10.921 -8.137 -1.586
H -13.130 -9.663 -0.865
H -12.074 -10.521 0.184
H -11.618 -10.699 -4.108
H -10.625 -9.470 -3.262
H -12.338 -9.266 -3.305
H -10.406 -11.685 -0.473
H -9.572 -10.479 -1.604
H -10.188 -12.406 -3.492
H -10.436 -13.450 -2.249
H -8.819 -12.763 -2.368
H -12.577 -12.675 -1.136
H -12.550 -12.450 -2.895
H -14.538 -11.639 -0.803
H -14.878 -12.374 -2.303
H -15.581 -9.400 -1.358
H -16.493 -10.584 -2.186
H -15.994 -9.174 -3.195
C -18.802 -15.480 -10.565
C -17.636 -16.147 -9.798
N -16.327 -15.200 -9.759
C -15.814 -15.073 -11.215
C -16.497 -13.712 -9.203
C -16.878 -13.537 -7.807
C -15.208 -15.868 -8.918
C -14.597 -17.117 -9.579
O -15.605 -18.108 -9.681
C -15.087 -19.151 -10.407
H -18.634 -15.058 -11.556
H -19.382 -14.788 -9.955
H -19.598 -16.175 -10.835
H -17.253 -16.942 -10.438
H -17.801 -16.691 -8.869
H -15.710 -16.098 -11.572
H -14.917 -14.454 -11.186
H -16.435 -14.511 -11.913
H -17.323 -13.303 -9.785
H -15.605 -13.181 -9.534
H -17.900 -13.882 -7.646
H -16.840 -12.473 -7.571
H -16.206 -14.078 -7.141
H -15.589 -16.185 -7.948
H -14.402 -15.163 -8.712
H -13.905 -17.606 -8.893
H -13.984 -16.795 -10.421
H -15.013 -18.938 -11.473
H -15.857 -19.919 -10.344
H -14.168 -19.598 -10.027
C -19.866 -16.377 -1.307
C -18.354 -16.129 -1.150
N -17.693 -15.378 -2.363
C -16.175 -15.156 -1.862
C -17.691 -16.373 -3.587
C -16.946 -15.913 -4.840
C -18.443 -14.089 -2.807
C -18.893 -13.203 -1.719
O -17.875 -12.683 -0.843
C -18.432 -11.739 0.130
H -20.175 -17.155 -2.005
H -20.457 -15.542 -1.682
H -20.353 -16.722 -0.396
H -17.714 -17.010 -1.105
H -18.106 -15.534 -0.271
H -15.554 -14.699 -2.633
H -15.612 -16.059 -1.630
H -15.990 -14.557 -0.970
H -18.668 -16.603 -4.011
H -17.307 -17.318 -3.202
H -17.281 -16.308 -5.799
H -15.859 -15.937 -4.757
H -17.169 -14.857 -4.991
H -19.277 -14.358 -3.455
H -17.673 -13.522 -3.331
H -19.764 -13.496 -1.133
H -19.256 -12.286 -2.182
H -19.395 -11.300 -0.130
H -17.751 -10.918 0.352
H -18.580 -12.219 1.098
C -11.224 -19.121 -9.422
C -10.793 -17.622 -9.208
N -9.275 -17.285 -9.648
C -9.232 -17.203 -11.202
C -8.863 -15.934 -8.965
C -7.418 -15.501 -9.307
C -8.286 -18.358 -9.205
C -7.926 -18.482 -7.756
O -9.171 -18.760 -7.113
C -9.038 -18.879 -5.735
H -10.726 -19.791 -8.721
H -11.118 -19.537 -10.424
H -12.243 -19.338 -9.103
H -10.773 -17.422 -8.136
H -11.360 -16.833 -9.701
H -9.948 -16.411 -11.423
H -9.572 -18.125 -11.674
H -8.200 -16.959 -11.456
H -8.835 -16.071 -7.884
H -9.591 -15.182 -9.270
H -6.632 -16.185 -8.986
H -7.411 -14.485 -8.913
H -7.268 -15.295 -10.367
H -7.391 -18.121 -9.780
H -8.582 -19.313 -9.640
H -7.448 -17.615 -7.299
H -7.198 -19.293 -7.735
H -9.410 -19.856 -5.429
H -9.633 -18.138 -5.201
H -7.999 -18.892 -5.406
C -10.089 -8.644 -10.410
C -9.589 -10.097 -10.425
N -8.896 -10.484 -9.048
C -8.406 -11.890 -9.201
C -7.651 -9.596 -8.678
C -6.643 -9.383 -9.861
C -9.927 -10.310 -7.861
C -9.300 -10.757 -6.509
O -8.477 -9.954 -5.849
C -8.961 -8.691 -5.619
H -10.786 -8.440 -9.597
H -10.587 -8.436 -11.357
H -9.289 -7.905 -10.377
H -8.766 -10.264 -11.120
H -10.417 -10.800 -10.512
H -7.857 -12.030 -10.132
H -9.291 -12.500 -9.020
H -7.716 -12.246 -8.435
H -7.101 -10.117 -7.895
H -8.147 -8.699 -8.306
H -7.026 -8.854 -10.734
H -6.285 -10.344 -10.231
H -5.722 -8.816 -9.726
H -10.820 -10.909 -8.043
H -10.254 -9.287 -7.677
H -8.745 -11.692 -6.587
H -10.154 -11.003 -5.879
H -9.984 -8.645 -5.246
H -8.795 -8.025 -6.466
H -8.433 -8.239 -4.779
C -15.467 -21.125 -4.322
C -14.345 -20.737 -3.436
N -13.100 -20.110 -4.220
C -12.374 -21.218 -4.961
C -13.613 -19.122 -5.310
C -12.435 -18.219 -5.988
C -12.130 -19.610 -3.150
C -12.663 -18.568 -2.065
O -13.254 -17.376 -2.710
C -12.290 -16.276 -2.678
H -16.217 -20.340 -4.414
H -16.026 -21.900 -3.797
H -15.346 -21.505 -5.337
H -13.974 -21.538 -2.797
H -14.740 -19.945 -2.799
H -13.049 -21.734 -5.645
H -12.037 -21.941 -4.219
H -11.561 -20.698 -5.466
H -14.331 -18.517 -4.757
H -14.189 -19.654 -6.067
H -11.554 -18.737 -6.368
H -12.182 -17.384 -5.335
H -12.770 -17.648 -6.854
H -11.334 -19.168 -3.750
H -11.697 -20.450 -2.606
H -11.781 -18.352 -1.464
H -13.304 -19.010 -1.302
H -11.310 -16.567 -3.057
H -12.320 -16.040 -1.615
H -12.483 -15.322 -3.169
O -15.054 -13.125 -5.038
C -13.872 -13.395 -5.493
O -13.559 -14.536 -5.942
O -13.011 -12.615 -5.302
H -14.587 -12.360 -4.693
```

As for the spin multiplicity: 1. The frontier orbital gap comes out at 6.4 eV. Its net charge is +5. The value obtained for the HOMO energy is -14.9 eV.

---

No. 3
C51H45N5O6TeY | the ωB97M-V functional and the def2-TZVPD basis

```
109
Properties=species:S:1:pos:R:3
Y 1.559 0.738 0.481
C 6.440 0.142 0.345
O 6.264 1.534 0.124
C 5.723 2.211 1.194
C 6.511 3.106 1.880
C 5.987 3.855 2.939
C 4.669 3.682 3.284
C 3.836 2.785 2.592
C 2.450 2.732 3.014
N 1.495 2.076 2.459
N 0.241 2.278 3.061
C -0.693 1.620 2.442
O -0.504 0.829 1.423
C -2.103 1.783 2.882
C -2.976 0.706 2.759
C -4.312 0.853 3.092
C -4.788 2.087 3.518
C -3.921 3.165 3.635
C -2.577 3.009 3.334
C 4.356 2.027 1.522
O 3.643 1.175 0.826
H 6.848 -0.269 -0.576
H 5.491 -0.344 0.578
H 7.147 -0.030 1.163
H 7.543 3.215 1.572
H 6.610 4.556 3.475
H 4.241 4.252 4.100
H 2.184 3.336 3.884
H -2.595 -0.242 2.400
H -4.988 0.011 3.008
H -5.837 2.210 3.758
H -4.294 4.131 3.947
H -1.889 3.837 3.424
O -4.183 6.401 -0.610
C -3.309 5.905 0.304
O -3.430 6.201 1.459
C -2.258 4.983 -0.208
C -2.363 4.287 -1.410
C -1.390 3.382 -1.795
C -0.275 3.139 -0.982
C -0.157 3.881 0.202
C -1.133 4.767 0.589
N 0.673 2.153 -1.249
C 0.886 1.780 -2.518
C 1.643 0.629 -2.831
C 2.034 0.336 -4.161
C 2.781 -0.778 -4.416
C 3.181 -1.602 -3.345
C 2.806 -1.238 -2.074
N 2.058 -0.164 -1.794
H -3.887 6.181 -1.499
H -3.238 4.393 -2.043
H -1.530 2.809 -2.702
H 0.722 3.745 0.819
H -1.050 5.313 1.518
H 0.510 2.379 -3.344
H 1.730 1.003 -4.956
H 3.081 -1.017 -5.428
H 3.780 -2.487 -3.506
H 3.121 -1.827 -1.219
C 0.067 -4.617 -6.100
C -0.164 -3.901 -4.799
C -0.826 -2.686 -4.753
C -1.040 -2.019 -3.554
C -1.740 -0.684 -3.578
C -0.587 -2.602 -2.369
Te -0.871 -1.386 -0.659
N -0.522 -2.560 0.864
C 0.579 -2.254 1.510
O 1.468 -1.413 1.140
C 0.823 -2.986 2.789
C 1.989 -2.728 3.504
C 2.234 -3.386 4.699
C 1.314 -4.305 5.183
C 0.150 -4.565 4.472
C -0.097 -3.908 3.279
C -2.945 -1.627 -0.484
C -3.412 -2.935 -0.391
C -4.764 -3.168 -0.221
C -5.635 -2.087 -0.138
C -5.156 -0.792 -0.231
C -3.797 -0.527 -0.410
C -3.339 0.896 -0.558
C 0.118 -3.815 -2.383
C 0.712 -4.462 -1.161
C 0.300 -4.443 -3.608
H -0.251 -4.013 -6.948
H -0.490 -5.555 -6.122
H 1.123 -4.858 -6.226
H -1.177 -2.233 -5.673
H -1.889 -0.355 -4.605
H -1.150 0.087 -3.071
H -2.719 -0.739 -3.096
H 2.693 -2.006 3.115
H 3.140 -3.177 5.251
H 1.500 -4.819 6.117
H -0.570 -5.278 4.852
H -1.005 -4.094 2.722
H -2.712 -3.761 -0.440
H -5.139 -4.179 -0.145
H -6.694 -2.256 0.003
H -5.840 0.044 -0.156
H -3.948 1.552 0.065
H -3.450 1.220 -1.595
H -2.303 1.044 -0.252
H -0.053 -4.751 -0.443
H 1.400 -3.790 -0.650
H 1.269 -5.352 -1.450
H 0.843 -5.381 -3.632
```

As for the spin multiplicity: 2. The frontier orbital gap (alpha / beta) comes out at 6.2 / 7.0 eV. Its net charge is 0. The value obtained for the HOMO energy (alpha / beta) is -6.1 / -7.6 eV. For the energy above the lowest of the compared OMol25 structures with the same formula, charge and spin, the calculation gives 0.0 kJ/mol.

---

No. 4
C25H31Cl3F18O12 | the ωB97M-V functional and the def2-TZVPD basis

```
89
Properties=species:S:1:pos:R:3
C 2.608 4.661 3.609
C 4.053 4.319 3.847
O 4.601 4.973 4.934
C 5.720 5.756 4.876
O 6.356 5.980 3.866
C 6.322 6.111 6.307
F 7.459 6.817 6.226
F 5.401 6.717 7.032
F 6.736 4.971 6.953
H 2.107 4.225 4.473
H 2.280 4.174 2.690
H 2.361 5.714 3.474
H 4.541 4.681 2.942
H 4.106 3.245 4.025
C -0.606 -2.942 -8.038
C -1.031 -2.800 -6.557
O -0.897 -4.128 -6.125
C -1.129 -4.449 -4.757
O -1.620 -3.635 -3.959
C -0.748 -5.880 -4.338
F -1.654 -6.289 -3.389
F -0.722 -6.725 -5.311
F 0.475 -5.768 -3.728
H 0.199 -3.660 -8.196
H -0.449 -2.006 -8.575
H -1.444 -3.268 -8.653
H -2.106 -2.622 -6.540
H -0.262 -2.243 -6.023
C -0.666 -2.180 -1.436
C -1.092 -1.397 -0.243
O -0.337 -0.198 -0.226
C 0.753 -0.076 0.519
O 1.225 -1.030 1.224
C 1.369 1.393 0.379
F 0.761 2.267 -0.500
F 1.337 1.995 1.544
F 2.681 1.334 -0.022
H -1.491 -2.864 -1.637
H 0.184 -2.860 -1.372
H -0.500 -1.479 -2.254
H -1.138 -1.927 0.709
H -2.128 -1.126 -0.444
C -5.646 0.307 -3.897
C -4.367 -0.303 -4.459
O -4.403 -1.688 -4.212
C -4.489 -2.274 -2.900
O -4.274 -1.659 -1.914
C -4.882 -3.804 -2.864
F -5.065 -4.315 -4.101
F -3.824 -4.458 -2.326
F -5.944 -4.059 -2.143
H -5.762 1.352 -4.185
H -5.710 0.275 -2.809
H -6.584 -0.128 -4.242
H -3.497 0.043 -3.899
H -4.220 -0.136 -5.526
C 8.029 5.995 -0.290
C 6.565 5.969 0.089
O 6.238 4.807 0.841
C 5.871 3.655 0.243
O 5.518 3.512 -0.961
C 6.095 2.462 1.256
F 6.744 1.429 0.669
F 6.735 2.816 2.407
F 4.900 2.089 1.724
H 8.443 5.263 -0.984
H 8.529 5.878 0.672
H 8.329 6.954 -0.712
H 5.988 6.126 -0.823
H 6.333 6.878 0.644
C -5.931 -1.926 6.383
C -6.808 -2.233 5.173
O -6.414 -1.549 4.030
C -5.840 -2.138 2.974
O -5.559 -3.318 2.865
C -5.498 -1.100 1.829
F -5.876 0.132 2.157
F -4.158 -1.166 1.634
F -6.202 -1.456 0.678
H -6.332 -2.322 7.317
H -6.027 -0.851 6.530
H -4.857 -2.098 6.314
H -7.860 -2.050 5.391
H -6.678 -3.302 5.004
C 0.994 -5.002 1.729
Cl 1.948 -4.511 3.125
Cl -0.758 -4.977 2.137
Cl 1.399 -6.684 1.124
H 1.194 -4.218 1.000
```

As for the spin multiplicity: 1. The frontier orbital gap comes out at 11.4 eV. Its net charge is 0. As for the SMILES: CCOC(=O)C(F)(F)F.CCOC(=O)C(F)(F)F.CCOC(=O)C(F)(F)F.CCOC(=O)C(F)(F)F.CCOC(=O)C(F)(F)F.CCOC(=O)C(F)(F)F.ClC(Cl)Cl. The value obtained for the HOMO energy is -10.9 eV.